Entry 1:
C44H40AsINPd | ωB97M-V/def2-TZVPD

Each line ends with the Mulliken spin population.
Element x y z (Å)
Pd (-0.55467, 1.93597, -0.93871)  1.6172
I (-2.58124, 3.21460, 0.31008)  0.1711
C (-3.89438, 1.73173, -0.38912)  0.0143
C (-5.14237, 1.63643, 0.14370)  -0.0005
C (-6.04016, 0.70281, -0.42783)  -0.0095
C (-5.66368, -0.03568, -1.51146)  0.0160
C (-4.36490, 0.07468, -2.06434)  0.0223
C (-3.98112, -0.66302, -3.21060)  0.0298
C (-2.72526, -0.54723, -3.72417)  0.0009
C (-1.76686, 0.26818, -3.07753)  -0.1835
C (-2.09412, 0.99063, -1.95959)  0.6109
C (-3.42467, 0.95063, -1.46683)  -0.2460
H (-5.45739, 2.26248, 0.96678)  -0.0053
H (-7.03571, 0.60704, -0.01565)  -0.0004
H (-6.36325, -0.72158, -1.97459)  0.0012
H (-4.70836, -1.31793, -3.67558)  -0.0008
H (-2.44432, -1.10031, -4.61137)  -0.0047
H (-0.75814, 0.29084, -3.47588)  -0.0063
C (2.39637, 6.60927, 0.50532)  -0.0002
C (1.00941, 6.42338, 0.30122)  0.0036
C (0.55426, 5.34493, -0.40102)  0.0398
C (1.45744, 4.39702, -0.93886)  -0.1186
C (1.07363, 3.22169, -1.62383)  0.5510
C (1.95413, 2.39154, -2.24961)  0.1111
C (3.34529, 2.61838, -2.07807)  0.0426
C (3.76990, 3.68667, -1.34498)  0.0085
C (2.84995, 4.60096, -0.76880)  0.0299
C (3.28915, 5.72348, -0.02344)  0.0025
H (2.74670, 7.46493, 1.06688)  -0.0001
H (0.30740, 7.14826, 0.69192)  -0.0001
H (-0.50531, 5.22324, -0.58814)  -0.0051
H (1.62089, 1.55255, -2.85060)  0.0368
H (4.05300, 1.94284, -2.54088)  0.0028
H (4.82973, 3.86754, -1.21261)  0.0003
H (4.35365, 5.86894, 0.11719)  0.0034
C (-5.18460, -3.44302, 0.40390)  0.0003
C (-3.81893, -2.82810, 0.27834)  0.0023
C (-2.92709, -3.24264, -0.69533)  -0.0014
C (-1.67100, -2.65894, -0.83344)  -0.0096
C (-0.75352, -3.17554, -1.91220)  0.0180
C (-1.28709, -1.63823, 0.04714)  0.1085
As (0.45601, -0.89085, -0.40852)  -0.0444
N (0.45502, 0.72389, 0.53406)  0.7439
C (1.28889, 1.25179, 1.45035)  0.0209
C (2.26330, 0.49961, 2.16058)  0.1908
C (3.08831, 1.12191, 3.07121)  -0.0798
C (2.97492, 2.48696, 3.32674)  0.2070
C (2.00271, 3.23995, 2.66669)  -0.0726
C (1.17365, 2.63659, 1.75352)  0.1129
C (1.78644, -2.13547, 0.30581)  0.0336
C (2.96918, -2.16689, -0.44708)  -0.0825
C (3.25229, -1.17719, -1.55391)  0.0266
C (3.93548, -3.12406, -0.15653)  0.0005
C (3.76127, -4.05359, 0.85698)  0.0021
C (4.79639, -5.10621, 1.13314)  -0.0001
C (2.59309, -3.98817, 1.60949)  0.0001
C (1.59843, -3.04991, 1.35986)  0.0327
C (0.40772, -3.04458, 2.27823)  0.0104
C (-2.16487, -1.21684, 1.06259)  -0.0036
C (-1.83999, -0.17324, 2.09744)  0.0120
C (-3.41308, -1.82195, 1.14721)  0.0003
H (-5.35304, -4.19347, -0.36721)  0.0000
H (-5.96005, -2.67948, 0.31663)  0.0000
H (-5.30769, -3.92127, 1.37685)  0.0001
H (-3.21298, -4.03564, -1.37801)  0.0011
H (-1.27030, -3.90523, -2.53296)  0.0001
H (0.12582, -3.66599, -1.48595)  0.0047
H (-0.40004, -2.37051, -2.56412)  -0.0081
H (2.37143, -0.55799, 1.97925)  0.0344
H (3.83184, 0.53337, 3.59257)  0.0006
H (3.63195, 2.95686, 4.04625)  0.0079
H (1.89647, 4.29743, 2.87042)  -0.0005
H (0.40998, 3.21400, 1.25290)  0.0168
H (3.16467, -0.14977, -1.19184)  -0.0090
H (2.55327, -1.29825, -2.38456)  0.0008
H (4.26220, -1.31583, -1.93516)  0.0013
H (4.85032, -3.13942, -0.73886)  -0.0002
H (5.76862, -4.81962, 0.73552)  0.0000
H (4.51084, -6.05073, 0.66552)  0.0000
H (4.89548, -5.28772, 2.20299)  0.0000
H (2.45315, -4.68578, 2.42816)  0.0002
H (0.61352, -3.65074, 3.15889)  0.0009
H (-0.48273, -3.44264, 1.79179)  -0.0010
H (0.17827, -2.03521, 2.61523)  0.0005
H (-1.77936, 0.82028, 1.65902)  -0.0256
H (-0.89128, -0.35504, 2.60085)  0.0094
H (-2.61765, -0.15603, 2.86021)  0.0027
H (-4.09060, -1.49679, 1.93040)  -0.0007

* largest force on an atom: 0.37 eV/A
* expectation value of S²: 6.053
* HOMO level (spin up / spin down): -10.43 / -10.67 eV
* energy relative to the best compared isomer or geometry (same formula, charge and spin): 0.000 eV
* multiplicity: 5
* charge: +1
* DFT total energy: -4416.4400 Ha
* LUMO level (spin up / spin down): -2.18 / -4.80 eV



Entry 2:
C44H40BBr2F4N7O2SSbV | ωB97M-V/def2-TZVPD

Each line ends with the Mulliken spin population.
Element x y z (Å)
V (-0.84622, 1.61740, 0.12273)  1.1445
C (0.46791, 2.77920, 4.26894)  0.0003
C (-0.33481, 2.60733, 3.14622)  0.0023
N (0.16119, 2.14172, 2.00895)  -0.0151
C (1.47370, 1.85533, 1.97972)  0.0067
C (2.23523, 1.93468, 3.13907)  0.0019
N (1.73649, 2.40441, 4.27299)  -0.0004
C (2.01209, 1.54050, 0.65208)  0.0084
C (3.35710, 1.32393, 0.41918)  -0.0022
C (3.81936, 1.16260, -0.88372)  -0.0001
C (2.88257, 1.28119, -1.90490)  -0.0084
C (1.55125, 1.52096, -1.60964)  0.0175
N (1.10638, 1.58867, -0.33975)  -0.0288
C (0.61095, 1.88710, -2.68792)  0.0108
C (0.68866, 1.44223, -4.00457)  0.0017
N (-0.13892, 1.89401, -4.93471)  0.0000
C (-1.03175, 2.80862, -4.57638)  0.0020
C (-1.13670, 3.23885, -3.25567)  0.0012
N (-0.32491, 2.75998, -2.32758)  0.0181
C (5.24942, 0.95226, -1.17411)  0.0017
C (5.65957, 0.18380, -2.25977)  0.0019
C (7.01676, 0.05628, -2.51424)  -0.0007
N (7.95498, 0.62740, -1.76850)  0.0015
C (7.56428, 1.35423, -0.72820)  -0.0006
C (6.23372, 1.54601, -0.38763)  0.0019
H (0.07724, 3.21007, 5.18138)  0.0000
H (-1.37870, 2.86910, 3.17848)  0.0032
H (3.26871, 1.61405, 3.16833)  0.0000
H (4.04791, 1.29196, 1.24831)  0.0004
H (3.20181, 1.26778, -2.93760)  0.0000
H (1.40677, 0.69016, -4.31644)  -0.0001
H (-1.67391, 3.20006, -5.35570)  0.0001
H (-1.86509, 3.97022, -2.92867)  0.0000
H (4.93990, -0.31842, -2.89351)  0.0004
H (7.36934, -0.52685, -3.35729)  0.0000
H (8.35564, 1.81041, -0.14443)  0.0000
H (5.98156, 2.18661, 0.44697)  0.0002
C (1.74129, -2.33035, -1.64007)  0.0034
C (0.50860, -2.00940, -2.42818)  -0.0038
C (0.20340, -2.72353, -3.61230)  0.0020
C (-0.91062, -2.40070, -4.32624)  -0.0014
C (-1.76112, -1.37001, -3.86424)  0.0021
C (-2.94454, -0.95455, -4.51756)  -0.0090
Br (-3.48970, -1.77203, -6.12913)  -0.0011
C (-3.72306, 0.03758, -3.99428)  0.0049
C (-3.34811, 0.67361, -2.80515)  -0.0131
Br (-4.43883, 2.06067, -2.14591)  -0.0010
C (-2.19075, 0.33819, -2.13400)  -0.0005
O (-1.75605, 0.97401, -1.03954)  -0.0908
C (-1.37976, -0.71810, -2.66969)  0.0078
N (-0.25719, -1.03657, -1.99067)  0.0051
H (2.63350, -2.16709, -2.25064)  -0.0002
H (1.74910, -3.37955, -1.33728)  -0.0001
H (1.77613, -1.69732, -0.75714)  -0.0003
H (0.86269, -3.51764, -3.93737)  0.0001
H (-1.15999, -2.92881, -5.23578)  -0.0001
H (-4.63015, 0.34833, -4.49228)  -0.0002
C (-2.30960, -0.09393, 3.90983)  0.0040
C (-3.33822, 0.97024, 3.53898)  -0.0074
Sb (-3.27371, 1.57856, 1.45257)  -0.0731
C (-4.60690, 3.29192, 1.51475)  -0.0083
C (-5.84213, 3.13623, 2.39500)  -0.0036
C (-4.40638, -0.15351, 0.76892)  -0.0029
C (-5.91695, 0.01290, 0.87039)  -0.0030
H (-2.40439, -0.34983, 4.96667)  0.0003
H (-1.28926, 0.24105, 3.73143)  -0.0001
H (-2.45827, -1.00528, 3.32945)  -0.0017
H (-3.23358, 1.85753, 4.16556)  -0.0002
H (-4.34796, 0.58047, 3.67879)  -0.0018
H (-4.85958, 3.53240, 0.48454)  0.0004
H (-3.97316, 4.08457, 1.90142)  0.0005
H (-6.58227, 2.46436, 1.96478)  0.0003
H (-6.30931, 4.11616, 2.50746)  -0.0010
H (-5.58580, 2.77819, 3.39290)  0.0002
H (-4.06159, -0.96974, 1.40661)  0.0007
H (-4.10394, -0.38191, -0.25193)  0.0005
H (-6.23234, 0.13336, 1.90759)  0.0001
H (-6.41616, -0.87368, 0.47572)  -0.0007
H (-6.26377, 0.87384, 0.29892)  0.0001
F (-1.26205, 5.88349, -0.25215)  0.0003
B (-1.35156, 4.64409, 0.28080)  0.0304
F (-2.32609, 3.83251, -0.39117)  0.0053
F (-0.11184, 3.92075, 0.15261)  -0.0020
F (-1.68319, 4.63193, 1.65082)  -0.0002
C (3.84232, -7.95592, 1.26001)  0.0001
C (3.18264, -6.61100, 1.32612)  0.0005
O (3.07593, -5.83232, 0.41909)  0.0001
S (2.50905, -6.28403, 2.96682)  0.0001
C (1.74029, -4.71327, 2.66654)  0.0074
C (2.52377, -3.61201, 2.34576)  -0.0025
C (1.91555, -2.42021, 2.00501)  0.0114
C (0.51983, -2.32254, 1.95668)  0.0156
C (-0.25293, -3.41943, 2.33799)  0.0180
C (0.35576, -4.60884, 2.70013)  -0.0028
C (-0.06683, -1.12083, 1.45795)  0.0337
C (-0.49146, -0.09849, 0.96163)  -0.0945
H (4.61559, -7.94944, 0.49462)  0.0000
H (3.09156, -8.69891, 0.98509)  0.0000
H (4.25661, -8.23395, 2.22735)  0.0000
H (3.60197, -3.69251, 2.34319)  0.0001
H (2.51491, -1.55439, 1.75107)  0.0003
H (-1.33222, -3.34318, 2.31839)  0.0018
H (-0.23668, -5.46597, 2.99035)  0.0000

* largest force on an atom: 3.93 eV/A
* expectation value of S²: 0.783
* HOMO level (spin up / spin down): -10.70 / -10.77 eV
* multiplicity: 2
* charge: +1
* DFT total energy: -9389.2650 Ha
* LUMO level (spin up / spin down): -4.23 / -4.08 eV



Entry 3:
C44H40BrClMgN2O3PS | ωB97M-V/def2-TZVPD

Each line ends with the Mulliken charge.
Element x y z (Å)
Mg (0.58482, -0.08737, 0.88575)  2.5207
C (4.63175, 0.35017, 1.06396)  -1.3165
C (3.88270, -0.72790, 1.85485)  0.9875
C (3.91341, -2.03818, 1.10759)  0.6148
C (5.16276, -2.61293, 0.91826)  -0.4558
C (5.31624, -3.77961, 0.19760)  -1.1718
C (4.19659, -4.35831, -0.36947)  -0.9343
C (2.92259, -3.83089, -0.19916)  0.7305
C (1.82088, -4.51846, -0.98574)  -0.9879
C (1.45592, -3.71970, -2.23735)  -0.5195
C (2.76398, -2.66159, 0.58355)  -0.3592
N (1.50129, -2.09708, 0.81767)  0.3020
C (0.51053, -2.85934, 1.14471)  -0.4066
C (-0.82349, -2.42034, 1.21424)  -0.2003
C (-1.95247, -3.16455, 1.59874)  -1.0412
C (-3.01997, -2.27751, 1.58404)  -1.2536
C (-2.48733, -1.03930, 1.20232)  -0.6517
N (-1.17836, -1.11984, 0.96851)  0.9621
H (4.55088, 1.31882, 1.55633)  0.3646
H (4.19446, 0.42430, 0.07182)  0.1626
H (5.68973, 0.10636, 0.96139)  0.4615
H (2.85245, -0.40942, 1.99869)  -1.3865
H (4.34393, -0.85419, 2.84109)  0.5611
H (6.03439, -2.13214, 1.34653)  0.4306
H (6.29457, -4.22126, 0.05351)  0.3702
H (4.32289, -5.25411, -0.96747)  0.3346
H (0.91868, -4.69585, -0.40326)  0.3213
H (2.19545, -5.49829, -1.29490)  0.4598
H (1.14863, -2.71180, -1.97544)  -0.1251
H (0.64718, -4.20779, -2.78489)  0.4026
H (2.32185, -3.64079, -2.89408)  0.3020
H (0.68130, -3.90120, 1.43555)  0.8834
H (-1.96377, -4.21124, 1.85888)  0.5195
H (-4.05114, -2.48238, 1.81720)  0.4812
H (-3.02118, -0.10546, 1.12000)  0.4588
Br (2.05641, 3.07496, 1.52495)  -0.0917
C (2.25500, 2.48414, 3.33528)  0.0400
C (3.08093, 3.25154, 4.11302)  -0.6120
C (3.19818, 3.00165, 5.48641)  -0.7069
C (2.43629, 2.02033, 6.04862)  -0.7639
C (1.57989, 1.21898, 5.25958)  1.0848
C (0.77166, 0.24861, 5.88566)  -0.9891
C (-0.04003, -0.54031, 5.12788)  -1.2956
C (-0.02191, -0.42970, 3.72710)  -0.2980
C (0.73221, 0.48714, 3.01334)  -0.0585
C (1.50698, 1.38093, 3.83287)  0.4787
H (3.62981, 4.06905, 3.66860)  0.4071
H (3.86238, 3.60932, 6.08769)  0.3765
H (2.47242, 1.83432, 7.11629)  0.3319
H (0.80760, 0.14904, 6.96459)  0.3090
H (-0.67660, -1.28379, 5.59363)  0.4393
H (-0.65486, -1.12311, 3.19734)  0.1201
Cl (-1.42473, 2.16609, 1.33174)  0.0547
C (-2.67112, 2.93292, 0.37574)  -0.3958
C (-3.34392, 4.01684, 0.93406)  -0.5146
C (-4.32756, 4.66319, 0.21074)  -0.5636
C (-4.64469, 4.24080, -1.06752)  -0.7490
C (-3.96319, 3.17732, -1.62792)  -0.1018
C (-2.97442, 2.49246, -0.92119)  -0.6575
P (-1.97058, 1.10965, -1.63761)  2.0569
C (-3.30606, -0.12395, -1.92033)  0.2567
C (-2.92338, -1.33805, -2.49371)  -0.5072
C (-3.81767, -2.39049, -2.57781)  -0.7003
C (-5.10890, -2.24896, -2.09295)  -0.5435
C (-5.50442, -1.04036, -1.54563)  -0.7072
C (-4.61141, 0.01633, -1.45510)  -0.4511
C (-1.88279, 1.89273, -3.29936)  0.2380
C (-2.42781, 1.37186, -4.46772)  -0.0993
C (-2.24720, 2.03112, -5.67590)  -0.6548
C (-1.52288, 3.21167, -5.73116)  -0.5070
C (-0.97243, 3.73594, -4.57052)  -0.6934
C (-1.15373, 3.08101, -3.36529)  -0.5854
H (-3.08028, 4.34848, 1.92806)  0.5114
H (-4.84165, 5.50940, 0.64672)  0.3607
H (-5.42224, 4.74440, -1.62650)  0.4027
H (-4.19271, 2.86426, -2.63793)  0.4937
H (-1.90558, -1.44825, -2.83611)  0.5233
H (-3.49799, -3.33240, -3.00507)  0.4138
H (-5.80122, -3.07926, -2.13879)  0.3715
H (-6.51286, -0.92155, -1.17030)  0.3713
H (-4.93354, 0.93946, -0.99283)  0.3115
H (-2.98754, 0.44695, -4.43700)  0.3613
H (-2.67957, 1.62438, -6.58138)  0.3830
H (-1.37647, 3.71672, -6.67617)  0.3622
H (-0.39146, 4.64838, -4.60724)  0.4134
H (-0.70466, 3.46798, -2.45749)  0.3319
C (2.27755, 1.26199, -2.89088)  -1.4196
S (1.67634, 0.11068, -1.62222)  1.1100
O (0.51364, -0.56916, -2.17288)  -0.5643
O (2.79990, -0.74968, -1.36234)  -0.5818
O (1.31498, 0.98389, -0.48479)  -0.9569
H (3.16329, 0.81513, -3.32574)  0.3927
H (2.51470, 2.19359, -2.39073)  0.3035
H (1.50777, 1.41254, -3.63482)  0.3368

* largest force on an atom: 2.73 eV/A
* HOMO level: -4.79 eV
* energy relative to the best compared isomer or geometry (same formula, charge and spin): 0.592 eV
* charge: -1
* DFT total energy: -6009.9539 Ha
* LUMO level: 2.45 eV